Record 1
The following is a DFT calculation (ωB97M-V with the def2-TZVPD basis set) of a cluster of 10 separate species, C42H112N8O12 in total in a non-equilibrium geometry.

Calculated values
- SMILES string = COC[C@H](C)N.COC[C@H](C)N.COC[C@H](C)N.COC[C@H](C)N.COC[C@H](C)N.COC[C@H](C)N.COCCNCCOC.COCCNCCOC.CC(C)O.CC(C)O
- gap between HOMO and LUMO (eV) = 8.756
- energy (a.u.) = -3008.166868
- M (g mol⁻¹) = 921.402
- energy relative to the best compared isomer or geometry (same formula, charge and spin) (eV) = 0.000
- HOMO (Eh) = -0.3039

Positions of all 174 atoms, in Å:
C (0.959, -1.448, -2.310)
C (0.809, -0.541, -1.115)
C (1.701, -0.885, 0.051)
O (1.078, 0.836, -1.463)
H (0.883, -2.514, -2.074)
H (1.983, -1.369, -2.698)
H (0.257, -1.194, -3.100)
H (-0.242, -0.515, -0.801)
H (2.757, -0.877, -0.241)
H (1.524, -1.879, 0.480)
H (1.557, -0.180, 0.873)
H (2.047, 0.832, -1.574)
C (4.189, -3.131, -1.554)
C (4.004, -4.406, -2.324)
C (3.144, -4.238, -3.577)
O (5.330, -4.823, -2.706)
H (4.485, -2.291, -2.189)
H (5.008, -3.214, -0.834)
H (3.319, -2.813, -0.982)
H (3.601, -5.204, -1.688)
H (3.351, -5.062, -4.259)
H (3.451, -3.316, -4.071)
H (2.086, -4.209, -3.323)
H (5.316, -5.749, -2.963)
C (-3.501, -0.025, -0.668)
O (-4.119, 0.180, -1.917)
C (-5.369, -0.477, -2.011)
C (-6.209, 0.285, -3.031)
N (-6.293, 1.694, -2.665)
C (-6.558, 2.557, -3.820)
C (-6.920, 3.936, -3.318)
O (-7.259, 4.872, -4.313)
C (-6.236, 5.139, -5.245)
H (-4.218, 0.119, 0.148)
H (-2.705, 0.704, -0.528)
H (-3.113, -1.046, -0.576)
H (-5.934, -0.488, -1.073)
H (-5.193, -1.488, -2.389)
H (-7.214, -0.146, -3.067)
H (-5.765, 0.128, -4.027)
H (-5.396, 1.926, -2.254)
H (-7.352, 2.088, -4.405)
H (-5.662, 2.587, -4.461)
H (-6.085, 4.296, -2.694)
H (-7.797, 3.866, -2.675)
H (-5.959, 4.256, -5.824)
H (-5.363, 5.593, -4.757)
H (-6.616, 5.888, -5.941)
C (1.686, 3.882, 1.001)
O (0.844, 2.975, 1.682)
C (-0.447, 2.919, 1.123)
C (-1.330, 1.928, 1.891)
N (-1.288, 2.034, 3.340)
C (-1.652, 3.352, 3.844)
C (-2.092, 3.315, 5.281)
O (-0.955, 3.222, 6.105)
C (-1.267, 3.052, 7.468)
H (1.267, 4.896, 0.960)
H (1.894, 3.536, -0.011)
H (2.590, 3.929, 1.611)
H (-0.391, 2.535, 0.091)
H (-0.871, 3.934, 1.069)
H (-0.889, 0.953, 1.658)
H (-2.338, 1.983, 1.476)
H (-0.349, 1.777, 3.613)
H (-2.466, 3.792, 3.264)
H (-0.800, 4.051, 3.805)
H (-2.798, 2.496, 5.455)
H (-2.603, 4.273, 5.487)
H (-1.578, 4.003, 7.920)
H (-0.385, 2.645, 7.955)
H (-2.106, 2.358, 7.611)
C (-1.121, 1.742, -5.779)
C (-1.577, 1.293, -4.402)
C (-1.511, 2.404, -3.365)
O (-2.245, 3.514, -3.792)
C (-2.521, 4.403, -2.740)
N (-2.975, 0.796, -4.530)
H (-0.164, 2.266, -5.691)
H (-1.810, 2.517, -6.120)
H (-1.064, 0.924, -6.490)
H (-1.009, 0.449, -4.006)
H (-0.462, 2.666, -3.145)
H (-1.863, 1.947, -2.425)
H (-1.606, 4.841, -2.318)
H (-3.053, 3.898, -1.918)
H (-3.172, 5.205, -3.083)
H (-3.441, 0.930, -3.628)
H (-3.483, 1.511, -5.057)
C (5.995, -0.506, 3.754)
C (5.104, -1.377, 2.880)
C (4.773, -2.700, 3.494)
O (4.188, -3.526, 2.522)
C (3.895, -4.832, 2.958)
N (3.887, -0.641, 2.513)
H (6.977, -0.953, 3.919)
H (5.542, -0.362, 4.739)
H (6.134, 0.467, 3.285)
H (5.668, -1.566, 1.951)
H (4.144, -2.582, 4.392)
H (5.710, -3.142, 3.876)
H (3.295, -4.892, 3.874)
H (4.821, -5.386, 3.172)
H (3.391, -5.307, 2.121)
H (4.080, 0.027, 1.769)
H (3.270, -1.283, 2.014)
C (-2.079, -3.755, 2.904)
C (-0.725, -3.040, 2.937)
C (0.355, -3.932, 2.304)
O (0.087, -4.084, 0.927)
C (1.043, -4.925, 0.327)
N (-0.813, -1.708, 2.350)
H (-2.047, -4.611, 3.580)
H (-2.300, -4.103, 1.894)
H (-2.868, -3.074, 3.218)
H (-0.431, -2.918, 3.985)
H (0.389, -4.894, 2.834)
H (1.314, -3.403, 2.432)
H (1.059, -5.878, 0.870)
H (2.019, -4.424, 0.341)
H (0.778, -5.161, -0.704)
H (-0.825, -1.799, 1.338)
H (0.040, -1.201, 2.586)
C (2.069, -0.123, 5.754)
C (1.526, 1.038, 4.954)
C (2.270, 2.339, 5.167)
O (3.616, 2.199, 4.734)
C (4.272, 3.425, 4.682)
N (1.393, 0.663, 3.531)
H (3.063, -0.399, 5.385)
H (1.462, -1.020, 5.624)
H (2.151, 0.121, 6.814)
H (0.522, 1.280, 5.334)
H (2.292, 2.556, 6.247)
H (1.783, 3.169, 4.643)
H (5.333, 3.275, 4.474)
H (4.245, 3.945, 5.654)
H (3.850, 4.092, 3.918)
H (2.325, 0.312, 3.264)
H (1.387, 1.503, 2.947)
C (-6.577, -5.501, -3.659)
C (-5.511, -4.463, -3.347)
C (-4.192, -5.115, -2.962)
O (-3.274, -4.090, -2.662)
C (-2.032, -4.577, -2.207)
N (-5.367, -3.501, -4.452)
H (-6.666, -6.251, -2.870)
H (-6.405, -6.023, -4.602)
H (-7.545, -5.002, -3.731)
H (-5.852, -3.886, -2.482)
H (-3.776, -5.720, -3.784)
H (-4.370, -5.781, -2.105)
H (-1.494, -5.050, -3.044)
H (-2.137, -5.312, -1.404)
H (-1.441, -3.722, -1.883)
H (-4.992, -3.993, -5.261)
H (-4.569, -2.946, -4.136)
C (5.682, 0.941, -0.427)
C (4.554, 1.943, -0.584)
C (5.111, 3.354, -0.531)
O (4.122, 4.236, -1.010)
C (4.544, 5.571, -1.167)
N (3.793, 1.667, -1.810)
H (6.323, 1.224, 0.411)
H (6.310, 0.905, -1.325)
H (5.337, -0.088, -0.309)
H (3.864, 1.804, 0.254)
H (6.067, 3.458, -1.059)
H (5.306, 3.605, 0.527)
H (5.627, 5.689, -1.259)
H (4.226, 6.147, -0.288)
H (4.079, 6.003, -2.052)
H (3.102, 2.411, -1.874)
H (4.361, 1.765, -2.646)

---

Record 2
The following is a DFT calculation (ωB97M-V with the def2-TZVPD basis set) of a cluster of 14 separate species, C42H112O14 in total in a non-equilibrium geometry.

Calculated values
- gap between HOMO and LUMO (alpha / beta) (eV) = 8.958 / 2.511
- energy (a.u.) = -2720.353090
- charge = +1
- M (g mol⁻¹) = 841.344
- ⟨S²⟩ = 0.75
- energy relative to the best compared isomer or geometry (same formula, charge and spin) (eV) = 0.728
- spin multiplicity = 2
- HOMO (alpha / beta) (Eh) = -0.4113 / -0.4113

Positions of all 168 atoms, in Å:
C (6.226, -1.648, -4.054)
C (4.936, -0.782, -3.936)
C (4.480, -0.705, -2.469)
O (5.323, 0.456, -4.415)
H (5.926, -2.678, -3.860)
H (7.077, -1.363, -3.436)
H (6.536, -1.702, -5.098)
H (4.181, -1.251, -4.567)
H (4.396, -1.744, -2.148)
H (3.509, -0.233, -2.321)
H (5.191, -0.195, -1.819)
H (5.988, 0.835, -3.836)
C (4.104, 2.821, -0.405)
C (5.022, 3.977, -0.667)
C (4.666, 4.928, -1.825)
O (4.956, 4.831, 0.489)
H (4.210, 1.986, -1.098)
H (3.047, 3.068, -0.505)
H (4.155, 2.442, 0.616)
H (6.058, 3.640, -0.707)
H (5.099, 4.485, -2.722)
H (5.147, 5.898, -1.701)
H (3.595, 5.043, -1.993)
H (5.113, 4.268, 1.251)
C (-3.258, -4.065, -1.934)
C (-2.642, -5.465, -2.258)
C (-3.529, -6.472, -2.997)
O (-1.506, -5.308, -3.078)
H (-4.227, -4.145, -1.441)
H (-3.302, -3.416, -2.809)
H (-2.683, -3.495, -1.204)
H (-2.354, -5.828, -1.271)
H (-4.339, -6.761, -2.327)
H (-2.917, -7.354, -3.183)
H (-4.025, -6.126, -3.905)
H (-1.804, -4.848, -3.866)
C (2.575, 4.212, -4.584)
C (2.856, 2.749, -4.209)
C (1.579, 1.931, -4.011)
O (3.472, 2.175, -5.346)
H (3.483, 4.788, -4.765)
H (2.170, 4.699, -3.697)
H (1.944, 4.326, -5.465)
H (3.525, 2.805, -3.351)
H (1.030, 1.775, -4.940)
H (0.971, 2.332, -3.201)
H (1.878, 0.985, -3.558)
H (4.087, 1.525, -4.998)
C (1.020, -2.938, -1.931)
C (1.549, -4.217, -1.314)
C (1.090, -4.394, 0.138)
O (1.005, -5.253, -2.066)
H (-0.042, -2.856, -1.697)
H (1.157, -2.880, -3.010)
H (1.497, -2.034, -1.551)
H (2.635, -4.229, -1.398)
H (1.764, -3.923, 0.853)
H (1.142, -5.435, 0.456)
H (0.107, -4.023, 0.426)
H (0.066, -5.111, -2.204)
C (0.712, 0.968, -0.021)
C (-0.305, 0.112, 0.738)
C (-1.529, -0.351, -0.050)
O (0.207, -1.047, 1.403)
H (1.458, 0.290, -0.436)
H (1.157, 1.708, 0.644)
H (0.204, 1.567, -0.777)
H (-0.644, 0.756, 1.549)
H (-1.246, -1.065, -0.823)
H (-2.078, 0.445, -0.552)
H (-2.224, -0.848, 0.626)
H (-0.525, -1.662, 1.488)
C (0.971, 2.570, 4.191)
C (2.229, 2.460, 4.992)
C (1.967, 1.443, 6.111)
O (3.178, 1.865, 4.213)
H (0.780, 1.623, 3.686)
H (1.027, 3.370, 3.452)
H (0.064, 2.750, 4.768)
H (2.592, 3.426, 5.343)
H (1.519, 0.550, 5.675)
H (1.247, 1.793, 6.851)
H (2.844, 1.105, 6.663)
H (2.847, 1.019, 3.903)
C (-2.711, 0.890, -5.133)
C (-1.986, -0.457, -5.294)
C (-1.390, -1.055, -3.987)
O (-2.959, -1.337, -5.810)
H (-3.749, 0.722, -4.847)
H (-2.804, 1.435, -6.073)
H (-2.254, 1.535, -4.383)
H (-1.207, -0.339, -6.048)
H (-2.271, -1.343, -3.414)
H (-0.838, -0.355, -3.360)
H (-0.740, -1.917, -4.135)
H (-3.356, -0.830, -6.522)
C (-6.894, -2.113, -1.202)
C (-6.010, -0.884, -1.034)
C (-5.013, -0.694, -2.232)
O (-6.915, 0.187, -1.112)
H (-7.493, -2.309, -0.313)
H (-6.368, -3.063, -1.300)
H (-7.588, -2.040, -2.040)
H (-5.587, -0.918, -0.030)
H (-5.517, -0.409, -3.155)
H (-4.256, -1.468, -2.365)
H (-4.451, 0.215, -2.018)
H (-7.435, 0.006, -1.899)
C (-3.026, 2.521, 3.094)
C (-2.430, 3.945, 3.271)
C (-2.960, 4.859, 2.179)
O (-2.900, 4.489, 4.470)
H (-2.585, 1.966, 2.266)
H (-4.106, 2.560, 2.953)
H (-2.849, 1.911, 3.979)
H (-1.342, 3.926, 3.338)
H (-4.046, 4.941, 2.228)
H (-2.649, 4.500, 1.198)
H (-2.488, 5.835, 2.290)
H (-2.223, 5.074, 4.818)
C (0.716, 5.464, 0.704)
C (1.753, 6.397, 1.344)
C (2.567, 5.649, 2.437)
O (2.662, 6.750, 0.328)
H (1.143, 4.634, 0.142)
H (0.036, 5.949, 0.004)
H (0.126, 5.146, 1.564)
H (1.216, 7.247, 1.766)
H (3.539, 6.097, 2.646)
H (2.752, 4.628, 2.102)
H (1.943, 5.609, 3.330)
H (3.316, 6.056, 0.222)
C (-0.806, -2.822, 4.601)
C (-0.586, -3.570, 3.284)
C (-0.802, -5.080, 3.493)
O (-1.513, -3.118, 2.316)
H (-1.830, -2.825, 4.975)
H (-0.505, -1.776, 4.552)
H (-0.208, -3.238, 5.412)
H (0.409, -3.320, 2.915)
H (-0.596, -5.715, 2.631)
H (-1.861, -5.307, 3.616)
H (-0.292, -5.472, 4.373)
H (-2.371, -3.215, 2.735)
C (-6.486, -2.302, 2.882)
C (-4.983, -2.339, 2.550)
C (-4.282, -1.061, 2.944)
O (-4.342, -3.387, 3.230)
H (-7.050, -1.531, 2.358)
H (-6.689, -2.216, 3.950)
H (-6.864, -3.274, 2.566)
H (-4.965, -2.529, 1.477)
H (-3.207, -1.140, 2.778)
H (-4.431, -0.911, 4.013)
H (-4.637, -0.159, 2.446)
H (-4.866, -4.191, 3.234)
C (3.657, -1.446, 1.169)
C (3.330, -1.337, 2.659)
C (4.501, -0.976, 3.551)
O (2.335, -0.343, 2.813)
H (2.853, -1.949, 0.633)
H (4.545, -2.066, 1.041)
H (3.863, -0.466, 0.739)
H (2.923, -2.288, 3.001)
H (4.930, -0.069, 3.125)
H (5.271, -1.740, 3.435)
H (4.208, -0.779, 4.582)
H (1.607, -0.599, 2.241)